No. 1
A cluster of 2 separate species, FNO4S in total at a distorted geometry, computed with ωB97M-V/def2-TZVPD.

Last column: Löwdin charge in e.
Atoms and positions in Å:
S 2.51869 -0.50797 -0.25220  0.890
F -1.68074 -1.35343 -0.23960  -0.067
O -1.57352 0.24595 1.20093  0.203
O 3.61957 0.22567 0.22348  -0.409
O 1.25693 -0.04417 0.23807  -0.435
O -1.50136 0.77086 -0.88447  0.213
N -1.59594 0.14455 0.06196  -0.396

Energy above the lowest of the compared OMol25 structures with the same formula, charge and spin: 31.6 kcal per mole
Maximum force: 3.2 eV Å⁻¹
Total charge: 0
Lowest unoccupied orbital energy: -1.294 eV
Kohn-Sham gap: 11.1 eV
HOMO level: -12.4 eV

---

No. 2
An isolated molecule of C2H5NS2 at a distorted geometry, computed with ωB97M-V/def2-TZVPD.

Last column: Löwdin charge in e.
Atoms and positions in Å:
S -1.20658 0.63219 -0.58283  0.743
S -1.09462 -1.52837 -0.01584  0.625
N -1.84067 1.47946 0.59004  -0.401
C 1.35369 -0.53593 -0.37246  -0.197
C 0.06475 -0.33345 0.29724  -1.069
H -2.60687 2.08246 0.23406  -0.016
H 1.15555 -0.77231 -1.37516  0.049
H 0.22455 0.24289 1.23932  0.097
H 2.16662 0.14979 -0.12146  0.087
H 1.78358 -1.41675 0.10707  0.082

Energy above the lowest of the compared OMol25 structures with the same formula, charge and spin: 57.3 kcal per mole
Maximum force: 3.7 eV Å⁻¹
Total charge: 0
Lowest unoccupied orbital energy: -0.240 eV
Kohn-Sham gap: 8.5 eV
HOMO level: -8.7 eV

---

No. 3
A structure of composition C49H39InN6OP, computed with ωB97M-V/def2-TZVPD.

Last column: Löwdin charge in e.
Atoms and positions in Å:
In 0.17913 0.37641 2.12436  0.925
P 0.08690 0.14350 -2.04153  1.199
O 0.01190 0.54199 5.61119  0.049
N -1.43637 2.49264 -1.93312  -0.025
N -0.74038 -1.50315 0.14785  0.105
N 1.92690 -0.00477 0.11302  0.050
N 2.85391 0.07607 -1.89464  -0.048
N -1.33423 -2.26734 -1.86302  -0.025
N -1.01911 1.67689 0.09584  0.065
C 2.98932 0.05956 -3.34329  -0.006
C -1.78929 2.79335 0.23084  -0.126
C -0.91765 -2.99081 2.69981  -0.033
C -1.51381 2.56962 -3.38751  0.004
C -2.27984 5.31606 2.93116  -0.019
C -2.46371 -4.41104 -1.30926  -0.181
C 5.28514 -0.20812 -1.35143  -0.196
C -1.42236 -2.67092 0.31019  -0.117
C -1.26717 -3.45165 3.94830  -0.032
C -2.12057 3.37276 1.50532  -0.153
C -2.39802 2.54759 2.61296  -0.064
C 0.61598 -0.15988 4.97148  -0.104
C 5.62934 0.66366 3.08486  -0.041
C -3.23513 6.53931 -2.56410  -0.026
C 1.68424 0.10558 -1.18331  -0.449
C -2.88543 4.45715 -1.40442  -0.176
C -2.96984 -3.92043 1.78971  0.012
C -2.60542 3.10484 3.85399  -0.030
C -4.49481 6.65314 -1.97667  -0.007
C 3.87495 -0.05981 -1.00306  -0.090
C 5.10924 0.57477 1.80481  -0.009
C 5.92557 0.68031 -2.21965  -0.040
C -1.76697 -3.20930 1.59742  -0.140
C 7.34387 -1.43987 -1.12041  -0.047
C 4.97319 0.06424 4.15127  -0.051
C -1.39475 -2.39828 -3.31374  0.004
C -3.69313 -6.82359 -1.93893  -0.010
C -2.51086 4.48843 4.02554  0.002
C 3.27257 -0.09760 0.26299  -0.164
C -2.60945 -6.80618 -1.06653  -0.028
C -2.00881 -5.61086 -0.73069  -0.004
C 3.90897 -0.10517 1.57937  -0.178
C -4.16404 -5.63573 -2.49634  -0.029
C -2.06535 3.32083 -1.06223  -0.058
C -3.31491 -4.37083 3.04728  -0.022
C 7.27404 0.53246 -2.49452  -0.053
C -3.53853 -4.43985 -2.21269  -0.018
C -0.80729 1.51074 -1.19576  -0.361
C -4.95062 5.66975 -1.10325  -0.028
C -2.47489 -4.12966 4.13010  -0.002
C 3.81800 -0.67256 3.92653  -0.085
C -2.44640 5.43749 -2.30984  -0.015
C 7.98372 -0.53309 -1.95703  -0.046
C -1.79773 -3.17612 -0.96954  -0.055
C -0.69704 -1.26803 -1.15314  -0.354
C -4.14886 4.59060 -0.79630  -0.004
C 6.00990 -1.27145 -0.80109  -0.023
C 3.28122 -0.74621 2.65281  -0.100
C -2.10739 4.77281 1.67527  0.016
H -2.26751 -1.89037 -3.72270  0.108
H -4.24354 -4.90402 3.19645  0.127
H 5.50606 -1.97748 -0.15320  0.125
H -2.87292 7.32150 -3.21694  0.126
H -5.02520 -5.65142 -3.15004  0.125
H 3.35163 -1.20473 4.74503  0.101
H -2.87054 2.47751 4.69430  0.125
H 5.35944 0.16585 5.15615  0.117
H -0.50009 -1.97272 -3.75980  0.075
H -2.74879 -4.47814 5.11679  0.129
H -1.45916 5.36606 -2.74919  0.127
H -0.59451 -3.31468 4.78423  0.121
H 2.22044 -0.57254 -3.78283  0.074
H -2.22493 6.38707 3.06877  0.128
H 5.38141 1.52707 -2.62100  0.118
H -2.63178 4.91489 5.01203  0.130
H -4.49720 3.82143 -0.11901  0.130
H 3.96285 -0.34432 -3.60588  0.102
H 5.60797 1.07695 0.98757  0.122
H -0.60859 3.00297 -3.81094  0.112
H -4.17035 -7.76034 -2.19200  0.128
H -1.16153 -5.58531 -0.05748  0.132
H 9.03144 -0.65802 -2.19273  0.118
H 7.89224 -2.28400 -0.72488  0.117
H -5.11878 7.50704 -2.20222  0.128
H -2.53145 1.48419 2.45967  0.087
H 2.40785 -1.36207 2.45861  0.071
H 6.54289 1.21524 3.26012  0.119
H -1.91087 5.41716 0.82974  0.127
H -3.64494 -4.07397 0.96003  0.124
H -5.93806 5.75000 -0.67009  0.125
H -1.45041 -3.45147 -3.57769  0.110
H -2.23621 -7.73406 -0.65570  0.126
H -1.65000 1.57491 -3.80385  0.080
H 2.90218 1.06060 -3.76486  0.105
H -2.36378 3.18643 -3.66642  0.104
H 0.04579 -2.52398 2.53779  0.078
H 7.77885 1.25254 -3.12401  0.117
H -3.91774 -3.51603 -2.63105  0.123

Maximum force: 0.9 eV Å⁻¹
Total charge: +3
Lowest unoccupied orbital energy (spin up / spin down): -10.778 / -10.647 eV
Kohn-Sham gap (spin up / spin down): 3.5 / 3.6 eV
HOMO level (spin up / spin down): -14.3 / -14.3 eV

---

No. 4
An isolated molecule of C16H19N5O2S at a distorted geometry, computed with ωB97M-V/def2-TZVPD.

Last column: Löwdin charge in e.
Atoms and positions in Å:
S -2.85324 -2.60753 -0.78999  0.990
O -1.45257 -1.09290 1.07001  -0.062
O -3.07413 0.15474 1.99661  0.120
N 0.65023 2.05460 -1.13488  0.165
N -2.00940 -0.29922 -1.94221  0.043
N -0.89977 0.19309 -2.51512  0.059
N 2.60675 1.12541 -0.61844  0.168
N -0.49883 -1.89295 -1.99968  -0.047
C 0.00426 -0.74674 -2.55202  -0.307
C 0.83209 2.29152 0.20141  -0.202
C 2.08429 1.70583 0.51177  -0.249
C -3.65335 -1.34153 0.22929  -0.338
C 1.39173 -0.60134 -3.05897  -0.103
C 0.58549 2.99370 2.43919  -0.108
C -1.76641 -1.54162 -1.63324  -0.637
C -0.37028 -1.26812 3.24682  -0.046
C 2.58348 1.77203 1.80757  -0.027
C 0.14375 -3.16045 -1.81898  -0.019
C -2.70452 -0.67177 1.20801  -0.559
C 0.07083 2.94224 1.15862  -0.033
C 1.73657 1.34570 -1.56222  -0.347
C 1.81835 2.41885 2.75562  -0.106
C 1.84918 0.86191 -2.96618  -0.107
C -0.46272 -0.51769 1.92853  -0.200
H -4.06866 -0.58171 -0.43454  0.088
H 3.53763 1.33239 2.05074  0.107
H 0.43095 -0.84080 3.84215  0.077
H -4.46166 -1.82685 0.77605  0.093
H 1.22259 1.47823 -3.61075  0.116
H 0.47375 -0.57980 1.37007  0.123
H 2.88840 0.93063 -3.28770  0.121
H 1.44531 -0.94024 -4.09767  0.125
H 0.02197 3.48872 3.21595  0.101
H 2.06011 -1.22519 -2.46115  0.115
H -0.88404 3.38225 0.91396  0.113
H 1.11449 -3.02096 -1.34044  0.098
H -1.30508 -1.17570 3.79448  0.079
H -0.16367 -2.32155 3.07243  0.078
H -0.71429 0.53214 2.10368  0.105
H 0.28637 -3.65904 -2.77990  0.102
H 2.17903 2.48867 3.77143  0.097
H -0.48751 -3.78047 -1.18350  0.068
H -0.18749 2.20152 -1.67680  0.144

Energy above the lowest of the compared OMol25 structures with the same formula, charge and spin: 0.0 kcal per mole
Maximum force: 1.1 eV Å⁻¹
Total charge: 0
Lowest unoccupied orbital energy: 0.505 eV
Kohn-Sham gap: 8.9 eV
HOMO level: -8.4 eV

---

Q: What is the total charge in the second record?
A: 0

---

Copy entry 2 word for word.
An isolated molecule of C2H5NS2 at a distorted geometry, computed with ωB97M-V/def2-TZVPD.

Last column: Löwdin charge in e.
Atoms and positions in Å:
S -1.20658 0.63219 -0.58283  0.743
S -1.09462 -1.52837 -0.01584  0.625
N -1.84067 1.47946 0.59004  -0.401
C 1.35369 -0.53593 -0.37246  -0.197
C 0.06475 -0.33345 0.29724  -1.069
H -2.60687 2.08246 0.23406  -0.016
H 1.15555 -0.77231 -1.37516  0.049
H 0.22455 0.24289 1.23932  0.097
H 2.16662 0.14979 -0.12146  0.087
H 1.78358 -1.41675 0.10707  0.082

Energy above the lowest of the compared OMol25 structures with the same formula, charge and spin: 57.3 kcal per mole
Maximum force: 3.7 eV Å⁻¹
Total charge: 0
Lowest unoccupied orbital energy: -0.240 eV
Kohn-Sham gap: 8.5 eV
HOMO level: -8.7 eV

---

Q: Number 1 is which compound?
A: FNO4S

---

Q: Which of these has the highest maximum force?
A: C2H5NS2